No. 1
Entry from OMol25: a molecular structure, C3H8NaS2 (the ωB97M-V functional and the def2-TZVPD basis).

Properties
**Charge**: +1
**Electronic energy**: -29322.571 eV
**Gap between HOMO and LUMO**: 0.30783 Ha

```
14
Properties=species:S:1:pos:R:3:forces:R:3:lowdin_charge:R:1
C -1.4621 -0.7732 -0.2630 -0.84 -0.07 -0.16 -0.588
H 1.6409 0.4617 1.1522 -0.08 0.32 -0.50 0.039
H -0.2417 -1.6835 1.2856 -0.32 0.28 0.01 0.085
H -1.8828 -1.7230 -0.6457 0.17 0.41 0.14 0.082
H 2.4279 1.9481 0.5354 -0.25 -0.32 -0.15 0.048
H -1.8782 -1.1868 1.8186 0.34 0.16 -0.27 0.090
C -1.0197 -0.9082 1.1846 0.34 -0.01 0.13 -0.162
H -2.2383 0.0081 -0.3751 0.40 -0.42 0.03 0.081
S -0.1200 -0.4103 -1.4365 -0.05 -0.07 -0.09 0.488
H 2.6909 0.3838 -0.2972 -0.39 0.32 0.16 0.047
H -0.6108 0.0499 1.5471 -0.23 -0.38 -0.04 0.059
Na 0.1925 1.4170 -3.9178 0.00 -0.13 0.40 0.722
C 1.9496 0.9992 0.2398 0.77 -0.17 0.32 -0.439
S 0.5520 1.4172 -0.8279 0.12 0.09 0.03 0.448
```
Forces are in eV/Å.

***

No. 2
Entry from OMol25: a single C3H8O molecule (the ωB97M-V functional and the def2-TZVPD basis).

Properties
**SMILES string**: CC(C)O
**Electronic energy**: -5287.789 eV
**Gap between HOMO and LUMO**: 0.41829 Ha

```
12
Properties=species:S:1:pos:R:3:forces:R:3:lowdin_charge:R:1
H -1.1115 -0.1346 1.4731 0.16 -0.06 -0.45 0.086
H 1.7232 0.8782 0.7572 -0.19 -0.16 -0.14 0.085
H 0.1322 0.8877 -1.1717 -0.01 -0.28 0.19 0.137
C 1.3805 -0.0642 0.3102 0.10 -0.10 -0.09 -0.066
H -1.3513 1.4444 0.7053 0.22 -0.05 -0.19 0.078
H -0.9844 -1.0661 -1.6906 0.55 0.14 0.52 0.088
C 0.0546 0.1031 -0.3978 0.05 -0.48 -0.24 -0.484
H 2.1297 -0.4039 -0.4057 0.08 -0.01 0.12 0.077
H 1.2827 -0.8059 1.1102 0.05 0.06 -0.15 0.083
H -1.8676 -0.0519 -0.1628 -0.80 0.55 1.04 0.075
C -1.1185 0.3943 0.5087 -0.76 -0.12 -0.39 -0.066
O -0.2697 -1.1811 -1.0361 0.55 0.52 -0.23 -0.092
```
Forces are in eV/Å.

***

| no. | largest force on an atom (eV/A) | E_LUMO (eV) | HOMO level (eV) |
| --- | --- | --- | --- |
| 1 | 0.9 | -4.62 | -12.99 |
| 2 | 1.4 | 1.01 | -10.37 |